No. 1
The following is a quantum chemistry calculation of a molecular structure, C28H51BrClGaN5O3, from OMol25.

The molar mass is 690.8 g/mol. The value obtained for the highest occupied orbital energy is -5.39 eV. Its total charge is -1. The value obtained for the HOMO-LUMO gap is 7.396 eV. As for the energy: -6556.0912 a.u.

The geometry in XYZ format:
```
90
Properties=species:S:1:pos:R:3:mulliken_charge:R:1
H 4.7316 -1.0097 2.6345 -0.09
H 2.4684 2.4395 -3.7283 0.33
N -9.2778 -1.6047 -2.4872 -0.50
H -11.3866 1.1037 -1.6149 0.30
C 8.4349 0.5021 3.5170 0.25
H -2.6201 -2.8078 -1.0961 0.29
N 8.5084 0.1567 4.6113 -0.49
C 8.3303 0.9735 2.1359 -0.33
H -4.4978 -4.0580 -1.6427 0.20
C 1.0529 1.4344 3.9582 -0.84
C -3.8937 -4.8325 -1.1496 -0.57
H 8.3071 3.0755 2.5912 0.30
C 1.6963 3.6870 1.9689 0.29
H -1.9044 -3.9118 -3.7065 0.44
C 4.9910 -3.1447 2.8875 -0.58
H 2.3387 3.0820 4.5326 0.29
Br -5.0917 -1.0526 -0.4287 -0.21
H -3.6851 -2.1845 -3.4387 0.33
H -8.4446 1.4172 -2.4261 0.24
H -0.0538 -1.4587 -1.2464 -0.02
H 5.6789 -2.2199 4.7207 0.26
H 6.2350 2.1181 3.6454 0.39
H -0.4531 0.0266 1.3688 0.09
C -1.7310 -3.0336 -3.0671 -0.73
Ga -2.4525 -0.1608 -2.4766 -0.39
C 7.6841 2.3619 2.0479 -0.46
H -3.9633 -4.6794 -0.0614 0.25
C 3.4879 1.8506 -1.9447 -0.39
H 0.9941 4.8974 3.4810 0.31
H 5.6257 1.6810 2.0440 0.15
H -1.0288 -3.5684 -1.0643 0.10
C 2.4457 1.5904 -3.0420 -0.14
H -10.5587 2.6254 -1.8958 0.31
Cl -1.0507 1.2289 -3.6529 -0.51
C -10.6045 1.5808 -2.2099 -0.48
H -4.3153 -5.8128 -1.3929 0.26
H 4.2038 -3.1753 4.9122 0.35
C 6.2608 2.3841 2.5872 -1.00
H 1.4525 1.5752 -2.5926 0.00
N 3.3745 -0.0813 -0.1976 -0.33
H 3.2766 2.7858 -1.4257 0.24
C 2.8575 -1.8441 2.8943 0.29
H 0.2264 0.2841 -1.1779 -0.43
C 5.1662 -3.1295 4.4002 -1.16
H -11.0415 0.4582 -4.0118 0.35
H 1.1943 -0.4238 0.8426 -0.16
H 1.6136 1.1187 3.0784 0.07
C 2.6846 0.2943 -3.8006 -1.15
H 5.8204 3.3750 2.4812 0.33
C -10.9535 1.4969 -3.6899 -1.15
C -5.2584 0.6483 -1.4152 0.35
H -0.0022 1.2440 3.7551 0.27
H 4.4812 -4.0582 2.5751 0.35
C 0.1312 -0.6681 0.7514 -0.50
H 7.6901 2.6678 1.0004 0.31
H -10.1827 1.9722 -4.2998 0.30
C -9.2332 -0.4894 -2.2100 0.25
O -2.5558 -4.8201 -1.5888 -0.47
H 0.7131 3.1674 5.1855 0.32
C 3.4765 0.7926 -0.9390 0.04
H -4.6070 1.1258 -3.3029 0.32
C -1.9689 -3.5139 -1.6260 -0.08
C 1.2873 2.9008 4.2957 -0.46
C -4.1298 0.9693 -2.3241 -0.39
H 4.1298 -1.9520 1.2754 0.22
H -2.4325 -1.6229 -4.5512 0.42
H 5.9701 -3.1475 2.4035 0.35
N 1.7886 -1.6678 3.2773 -0.57
O -1.7201 -0.3111 -0.7828 -0.15
O -6.2529 1.2594 -1.2186 -0.58
H 2.6129 -0.5660 -3.1331 0.29
H 1.3537 0.7914 4.7840 0.39
H -9.0104 1.0326 -0.8229 0.29
H 5.7611 -3.9821 4.7290 0.36
H 3.6738 0.2822 -4.2688 0.37
H -0.6763 -2.7623 -3.2015 0.27
H 9.3362 0.9821 1.7126 0.31
H 4.4973 1.9175 -2.3609 0.39
H -0.1700 3.7090 2.8970 0.30
H -0.0547 -1.6740 1.1393 0.25
N 2.3578 3.5379 1.0418 -0.44
C 4.2141 -1.9336 2.3631 0.30
H 1.9363 0.1677 -4.5824 0.30
H -11.9012 1.9953 -3.8975 0.33
H 7.7425 0.2453 1.5722 0.23
C -2.6332 -1.8683 -3.4991 -0.61
H -3.7886 1.9637 -1.9959 0.30
C -0.3316 -0.5389 -0.6979 0.91
C 0.8772 3.8576 3.1680 -0.53
C -9.2555 0.9350 -1.8803 -0.23
```

No. 2
The following is a quantum chemistry calculation of 4 unconnected molecules or ions with the total composition C28H51F13N3O4P in a non-equilibrium geometry, from OMol25.

The molar mass is 771.7 g/mol. The value obtained for the highest occupied orbital energy is -8.06 eV. As for the SMILES: C#CO[P@](=O)(O)OCCC(F)(F)C(F)(F)C(F)(F)C(F)(F)C(F)(F)C(F)(F)F.CCN(CC)CC.CCN(CC)CC.CCN(CC)CC. Its total charge is 0. The value obtained for the HOMO-LUMO gap is 8.255 eV. As for the energy: -3202.3160 a.u.

The geometry in XYZ format:
```
100
Properties=species:S:1:pos:R:3:mulliken_charge:R:1
H 2.5830 1.1966 -2.9328 0.31
H 1.0324 0.1132 4.5952 0.46
H -1.1949 -1.8232 -8.2059 0.28
H -2.5471 -5.7245 2.3716 0.47
O 4.1271 3.0475 -3.5357 -0.48
H 4.1948 4.5751 2.0742 0.52
H -1.4560 1.7345 -5.3391 0.26
H 1.1621 -2.2470 -6.2803 0.35
H -1.0185 -3.0988 -6.9955 0.22
H -3.4312 -1.6021 5.5414 0.34
H -1.1716 -5.7021 3.4814 0.30
F -1.7651 3.0374 -1.8153 -0.25
H -1.4586 0.2677 -7.3789 0.25
H 1.4843 -3.8946 2.4187 0.26
H 0.1721 0.8001 -7.7568 0.45
H 2.7625 -4.4610 3.4779 0.44
H 2.7591 -2.0748 5.8580 0.31
H -2.6172 -0.6917 -5.6869 0.26
H -2.1032 -2.3277 -5.2661 0.30
H 3.6573 -2.3205 3.8617 0.40
H -1.0550 -3.2791 4.6389 -0.49
F -0.2253 4.6667 -2.9057 -0.34
H 0.5815 -1.5814 4.7129 -0.22
F 0.8187 6.9649 -3.7910 -0.22
C -0.5033 0.5789 -6.9265 -0.35
H -4.6021 -2.8656 6.8991 0.22
H 1.3762 3.0645 -2.5798 0.43
H 0.2145 -2.4499 1.4414 0.23
C 0.2870 2.0440 -1.0493 0.44
H -3.4489 -2.3988 3.9641 0.23
H -0.6421 -0.9373 1.2076 0.61
N 2.1008 -1.0804 3.3001 0.17
H 0.0245 -3.0745 -8.4058 0.40
C -4.6774 -3.9421 6.7530 -0.98
C -0.0037 5.3619 -1.7731 0.64
H 1.2788 -1.2005 -7.6657 0.43
H -3.4390 -5.6904 6.8910 0.45
C 2.0610 -3.6422 3.3072 -0.80
F -1.1984 7.6989 -4.0211 -0.26
O 3.8849 1.7397 -1.4169 -0.33
H 0.2035 2.2269 -5.7136 0.21
O 6.1642 2.7017 -1.9958 -0.70
O 4.2035 4.2833 -1.4443 -0.29
H -2.5038 -1.1809 -4.0012 0.43
N 0.1114 -0.4700 -6.1357 0.23
F 1.3274 5.5864 -1.6708 -0.31
C -0.8841 3.0672 -0.7948 0.65
H 3.2170 -0.3731 5.6954 0.36
C 2.8340 -2.3237 3.1441 -0.83
C 4.2178 4.3374 -0.1372 -0.43
C 0.0000 -1.4855 1.9003 -0.75
H 1.0000 0.3635 2.3336 0.30
H 4.0215 3.9803 -3.7506 0.37
C -1.9009 -3.1589 5.3217 0.09
C 1.2760 -0.6812 2.1738 -0.67
H -2.1825 -1.2447 4.3639 0.43
H -1.4537 -2.8269 6.2622 0.37
C 4.1995 4.4079 1.0327 0.01
H 2.0264 3.2759 -0.9535 0.29
F 0.5360 1.3958 0.1110 -0.21
C -0.7315 1.8637 -6.1440 -1.32
H -0.5435 0.0816 -4.2554 -0.18
H 1.8313 -0.8376 6.6893 0.46
H -1.1219 2.6338 -6.8101 0.49
F 0.2120 8.7695 -2.7733 -0.25
C -0.4736 -2.4404 -7.6700 -0.99
H -0.5763 -1.6588 2.8094 -0.10
H -5.2405 -4.1268 5.8381 0.28
C 0.5716 -1.5959 -6.9301 -0.70
F -2.0133 6.5975 -1.9808 -0.27
N -2.4813 -4.4703 5.5387 0.14
P 4.7337 2.8664 -2.0910 0.84
H -2.7157 -4.2673 7.5842 0.36
F -1.5359 2.6712 0.3264 -0.33
H -1.8106 -4.1926 2.8140 0.13
H 1.8997 -0.6817 1.2757 0.21
C 1.4395 -0.9015 4.5787 0.24
H -3.9763 -4.5971 4.0209 0.26
H 3.3174 -2.3064 2.1643 0.39
C -0.6768 6.7409 -1.9034 0.91
F 0.5443 4.5111 0.3841 -0.22
C 1.5582 2.5805 -1.6335 -0.41
C -0.5741 -0.7999 -4.8990 -0.25
C 2.5568 1.4322 -1.8796 -0.62
F -1.5171 5.1577 0.0544 -0.35
C -2.8042 -2.0456 4.7699 -1.12
H -3.3421 -6.1134 4.6414 0.49
F -0.2122 1.1211 -1.9295 -0.22
H 1.3794 -3.6150 4.1591 0.10
C -0.4636 4.5386 -0.5161 0.26
C -3.0549 -5.0963 4.3626 -0.40
C -2.0839 -5.1781 3.1939 -1.24
C -0.1886 7.5654 -3.1633 0.59
C 2.3727 -1.0592 5.7689 -1.57
H 0.0219 -1.5495 -4.3723 0.47
F -0.3717 7.4412 -0.7897 -0.30
H 2.2483 0.5338 -1.3739 0.48
H -5.2639 -4.3391 7.5838 0.40
C -3.2999 -4.6170 6.7288 -0.71
C -2.0307 -1.2799 -4.9801 -1.23
```

No. 3
The following is a quantum chemistry calculation of a molecular structure, C28H52AlBBr24F3NO4P, from OMol25.

The molar mass is 2510.2 g/mol. The value obtained for the highest occupied orbital energy is -4.74 eV. Its total charge is -1. The value obtained for the HOMO-LUMO gap is 5.812 eV. As for the energy: -64138.5258 a.u.

The geometry in XYZ format:
```
115
Properties=species:S:1:pos:R:3:mulliken_charge:R:1
H 4.8521 -3.4566 -0.1298 0.27
C 3.6955 -5.1846 -0.8328 -0.67
C 3.9204 -3.9827 0.0781 -0.76
H 1.5760 0.7339 -4.4275 0.25
Br -1.2498 9.4477 9.6715 -0.03
O -5.4826 -2.4606 -0.5486 -0.31
C -5.7751 -3.5059 0.3908 -0.39
C 5.0446 -1.4323 -3.5978 -1.17
H 0.7290 3.1944 -0.6230 0.23
Br -5.4684 -7.0912 1.1698 0.04
C 4.2158 -7.9340 -5.9171 -0.33
Br -0.3505 2.4507 6.9623 -0.07
C -1.7122 -2.2819 -1.2688 -0.43
H -3.8565 -4.2556 1.0855 0.31
H 5.9324 -1.7380 -4.1639 0.47
C -5.1734 -7.5358 3.0123 -0.31
Br 2.4512 1.6671 5.6462 -0.03
H -1.2827 -2.5236 -2.2442 0.15
C -0.1340 2.8160 -0.0704 -0.31
H 3.9334 -5.8722 -2.8376 -0.01
H -1.2896 -1.0193 -5.0226 0.21
H -3.3461 -1.0043 -0.6456 0.38
H -5.0888 -4.0629 2.3580 0.00
H 4.5514 -0.6730 -4.2115 0.32
C 3.1472 0.2770 -1.8884 0.23
H -5.7992 -8.3844 3.2464 0.33
H 1.2994 -0.7201 -5.0591 0.24
H -7.3536 0.0695 -2.0735 0.27
Br 1.5702 8.1801 10.4222 -0.02
C -0.9472 1.8885 -0.9690 -0.49
B -0.1581 -0.1075 -3.6793 0.67
H -7.1597 -2.2463 -2.2986 0.23
Br -4.7546 11.1453 8.0753 -0.03
H -6.7226 -3.2312 0.8563 0.37
C 0.5393 1.6103 5.4674 -0.34
Br 2.8117 -8.0436 -4.6167 -0.01
H 2.1274 1.3201 -0.3362 -0.60
H 5.2570 4.5067 1.3452 0.41
F -0.7492 4.1665 1.8193 -0.27
H -1.8528 -3.2387 -0.7535 0.53
C -4.6844 -3.6413 1.4363 -0.74
Br 2.4967 5.1658 4.1784 0.13
H 3.9911 -1.4092 -0.8642 -0.36
Al 0.0687 0.1784 -1.5196 -1.17
Br 1.0452 9.2727 7.4893 0.00
Br 5.8362 3.2802 3.4111 -0.04
C -3.9248 5.3749 -2.3911 0.15
Br 6.1870 2.4433 0.3620 -0.06
C 4.3469 -0.4771 -1.3086 0.23
H -0.0882 7.4751 8.7343 0.30
H 3.0910 -3.2775 0.0094 -0.08
H 3.2086 -2.3708 -2.8970 0.01
H -6.8296 0.3222 -3.7340 0.32
C -0.7858 -1.3484 -0.4745 -1.03
Br 4.6410 6.7391 5.9359 -0.05
H -0.0043 -1.9476 0.0101 0.49
H -5.6247 0.1510 -2.4788 0.20
C 1.9868 0.3791 -0.8754 0.13
H 3.4831 1.2884 -2.1557 0.21
Br 3.2876 3.0245 1.5017 0.18
C -0.8459 4.0472 0.4633 0.84
Br -4.1865 8.2973 6.7838 0.01
P -4.4424 -2.7712 -1.7409 0.79
Br -5.7035 -6.1129 4.1967 -0.06
H 4.7332 0.1216 -0.4759 0.25
H 3.9660 -4.3094 1.1191 0.44
C 3.7256 -4.9183 -2.3480 -0.33
Br 4.7025 -6.1074 -6.2660 0.01
Br 5.7455 -8.9819 -5.3998 -0.02
C -6.5537 -1.7180 -3.0340 -0.25
H 3.7531 -2.8855 -4.4739 0.36
Br -2.4310 10.8004 5.9394 0.02
C -3.0828 -1.6322 -1.5013 -0.66
H 0.2519 0.5692 5.4830 0.36
O -1.3654 -0.6180 -4.1430 -0.53
C -4.1613 10.1982 6.5075 -0.34
C 4.7480 -3.8933 -2.8792 -0.71
H -3.6787 4.7872 -1.5171 -0.06
H -3.0525 -0.9755 -2.3739 0.36
H 2.2638 7.2565 5.5016 0.27
H 2.8286 -0.2131 -2.8130 -0.34
H 0.2313 2.2729 0.8068 -0.07
H 4.3930 -5.9883 -0.5817 0.36
C 0.2652 8.4506 9.0391 -0.26
C 5.1499 3.4679 1.6225 -0.41
C 4.1048 -2.6308 -3.4676 -0.03
Br -3.3528 -8.0633 3.3283 -0.01
C 2.7814 6.3234 5.6741 -0.33
N 0.8296 0.1359 -4.7666 -0.78
O -5.2166 -2.2157 -3.0278 -0.40
H -1.3694 -0.8935 0.3407 0.51
Br -0.0515 2.3466 3.7962 0.11
H 2.1382 -0.4149 -0.1285 0.41
Br -3.4557 7.2028 -2.0061 -0.04
Br -2.9121 4.6790 -3.8628 -0.01
H 5.4920 -3.6319 -2.1231 0.38
C 5.4849 -0.7866 -2.2798 -0.82
O -4.1134 -4.2014 -1.8432 -0.83
H -1.8653 1.5849 -0.4512 0.44
H 2.7026 -5.5764 -0.5935 0.29
Br -5.8193 5.1966 -2.6949 -0.04
H -4.3032 -2.6467 1.6755 0.35
F -0.3424 5.2043 -0.0456 -0.32
H 5.3016 -4.3789 -3.6882 0.34
H 2.7249 -4.6377 -2.6887 0.45
H 3.8414 -8.3516 -6.8402 0.33
H -4.8616 10.4188 5.7152 0.33
H 6.0492 0.1246 -2.5082 0.36
C -6.5985 -0.2066 -2.8090 -0.88
H 6.1973 -1.4565 -1.7833 0.35
Br 2.0040 5.5104 7.2349 0.01
H -5.9343 -4.4391 -0.1482 0.33
H -1.2667 2.4463 -1.8559 0.20
F -2.1725 4.0783 0.1895 -0.31
H -6.9457 -1.9750 -4.0177 0.40
```

No. 4
The following is a quantum chemistry calculation of 16 unconnected molecules or ions with the total composition C28H52BCl30NO in a non-equilibrium geometry, from OMol25.

The molar mass is 1493.1 g/mol. The value obtained for the highest occupied orbital energy is -7.89 eV. Its total charge is 0. The value obtained for the HOMO-LUMO gap is 8.122 eV. As for the energy: -15058.6228 a.u.

The geometry in XYZ format:
```
113
Properties=species:S:1:pos:R:3:mulliken_charge:R:1
H 0.3616 0.0804 1.6486 0.58
H 3.6250 -0.9782 0.7567 0.37
H -3.6621 -7.0665 -3.0450 0.27
Cl -1.5428 0.5121 -2.4450 0.02
H 1.7639 4.3212 3.7373 0.23
H -2.3407 -7.5054 -4.1552 0.33
Cl -5.2578 6.2884 -5.4802 -0.14
Cl -8.1687 -5.1983 -1.5930 -0.16
C -2.7706 -6.7163 -3.5509 -0.33
H -8.9459 -3.4660 -0.2095 0.35
C -0.4661 -3.2035 -3.7721 0.19
H -1.3914 3.0724 0.2574 0.26
H -0.3938 2.5854 1.6741 0.28
Cl -6.9370 -2.5926 -1.0533 -0.11
C -2.3135 1.9064 4.9810 -0.36
H -2.1503 -3.7508 0.9854 0.56
Cl -2.2110 3.2795 -7.5952 -0.16
C 1.0103 -2.4673 1.4569 -0.58
H 3.4530 -4.1251 1.8289 0.28
H -3.1579 1.4886 -0.3145 0.40
H 0.7846 -4.7818 0.9104 -0.16
Cl 4.2240 3.0243 -0.1190 -0.12
C -1.3247 0.9501 0.6635 1.70
H -4.3123 -4.0607 2.0749 0.46
C -1.0302 1.4046 -3.8783 0.24
H -1.9067 1.7503 -4.4094 -0.23
H -0.4371 0.7551 -4.5104 0.11
Cl -1.5848 -6.2337 -2.3301 -0.10
C 6.5972 -0.9960 7.2277 -0.26
H 0.5377 4.3487 5.0304 0.19
H 7.0050 -0.8872 8.2248 0.32
H -7.5135 -4.2814 0.4680 0.20
Cl 3.0877 0.3333 3.0813 -0.02
C 3.6450 -3.0550 0.1048 0.24
C -7.9705 -3.8815 -0.4295 -0.27
Cl 5.2699 0.1616 7.0398 -0.16
H 1.2828 -1.7713 0.6579 0.26
H -4.0511 -0.8065 -0.2787 0.53
H -1.5329 1.1551 4.9256 0.16
B 1.5694 -3.8914 1.0854 0.59
C -4.0209 -3.0529 1.7856 -0.92
Cl 3.5118 2.8051 -4.4930 -0.14
H -4.8844 -2.4864 1.4363 0.30
C 3.3059 3.9639 -1.3023 0.17
Cl 2.2598 5.1575 -0.5238 -0.16
Cl 5.6380 1.7328 2.9977 -0.19
Cl 1.8121 3.9705 -6.5800 -0.15
Cl -2.2290 -1.9441 4.5711 0.03
C -3.3408 3.5419 -6.2615 -0.09
Cl 4.7975 7.2533 -1.9762 -0.14
C 1.1806 4.9480 4.4006 -0.07
H -2.7876 3.9256 -5.4113 0.24
H 1.3540 2.1628 -5.1564 -0.64
Cl -4.1475 2.0392 -5.7789 -0.19
H -3.6186 -2.5022 2.6319 -0.25
Cl -1.7903 3.3495 4.0999 -0.15
N 3.0102 -4.1033 0.9154 -0.30
C 6.8356 -5.7762 0.6231 -0.33
H 4.6408 0.6435 4.8352 -0.10
Cl 3.9228 10.0378 -2.2638 -0.17
H -1.3596 -3.5547 -3.2729 -0.41
C -1.0959 -1.4106 1.1938 -0.40
Cl 6.4703 -5.6891 -1.1019 -0.15
C -2.5707 0.6887 0.1090 -2.36
H 7.3497 -0.7766 6.4800 0.25
H 1.5451 -2.1355 2.3559 0.14
C -2.9367 -3.0616 0.6954 0.59
H 7.8713 -6.0691 0.7428 0.34
H -4.0919 4.2538 -6.5729 0.16
C -4.4390 7.7823 -5.9591 -0.24
O -0.3939 -2.4711 1.7011 -0.64
H 0.1772 2.3092 0.0482 0.27
H -5.1884 8.4967 -6.2764 0.28
H 2.6877 3.2876 -1.8782 -0.10
Cl -3.8276 -3.3831 6.5650 -0.18
H 5.2246 -0.5000 3.6017 0.23
H 4.4402 8.8550 -0.3011 0.30
H -0.0370 -3.9920 -4.3774 0.38
C 4.7141 0.4425 3.7712 0.06
Cl 6.5983 -4.2212 1.4330 -0.10
Cl -3.2143 -5.3712 -4.6096 -0.14
H 4.4337 -3.4436 -0.5344 0.28
C 2.2342 2.5110 -5.6824 0.62
H -2.9054 -1.2272 6.7039 0.35
C 4.2254 -1.8675 0.9158 -1.09
H 2.5857 1.7620 -6.3811 0.34
H 4.0018 4.4868 -1.9468 0.22
H -3.3772 -2.8089 -1.4500 0.36
H -4.2609 -1.3054 5.5536 0.22
H -3.8880 8.1584 -5.1060 0.26
H 5.2466 -1.6507 0.6111 0.46
Cl 0.1728 6.0113 3.4124 -0.16
Cl -3.3091 7.5114 -7.2890 -0.14
C -0.7203 2.3260 0.6700 -1.65
Cl -3.7915 1.2342 4.2911 -0.15
H 6.1754 -6.5028 1.0806 0.26
C -2.3585 -1.6702 0.6580 0.38
H -2.5067 2.1873 6.0095 0.46
Cl -0.9058 -1.8500 -4.8277 -0.14
H 2.9022 -2.5983 -0.5477 -0.49
Cl -0.0497 2.8189 -3.4396 -0.17
C 3.9413 8.6048 -1.2291 -0.20
H 4.2082 -2.0618 1.9871 0.19
C -3.5317 -3.5310 -0.6519 -0.83
Cl 2.2902 5.8583 5.4377 -0.19
H 2.9192 8.2971 -1.0438 0.20
C -3.0696 -0.6039 0.1322 0.38
H -3.0800 -4.4732 -0.9468 -0.08
C -3.3694 -1.8034 5.9121 -0.44
H -4.5947 -3.7196 -0.5243 0.00
C -0.6066 -0.1094 1.2059 -0.01
Cl 0.7148 -2.7254 -2.5411 -0.07
Cl 6.0563 -2.6623 7.0117 -0.15
```